[1]
C2H16O6 | wB97M-V/def2-TZVPD

- HOMO energy: -10.46 eV
- Charge: 0
- Frontier orbital gap: 0.3863 hartree
- Electronic energy: -537.2100 a.u.
- Structure (SMILES): CCO.O.O.O.O.O
- LUMO: 0.1 eV

Each line ends with the Mulliken charge.
Geometry (Å):
C1 -0.67227 -2.24096 -1.50908  -0.80
C2 0.73337 -2.70139 -1.15939  -0.21
O1 0.61386 -3.76617 -0.16512  -0.54
H1 -0.95360 -1.48951 -0.76868  0.12
H2 -0.76184 -1.81744 -2.51181  0.31
H3 -1.36546 -3.03502 -1.48136  0.38
H4 1.38152 -1.91402 -0.76654  0.15
H5 1.31803 -3.19942 -1.93186  0.29
H6 0.37128 -3.33208 0.65828  0.30
O2 2.58867 1.94969 1.02972  -0.67
H7 2.02166 1.56664 0.33612  0.40
H8 2.09125 2.68087 1.40738  0.31
O3 -2.59201 2.08252 -1.50936  -0.65
H9 -2.56491 1.19036 -1.15094  0.33
H10 -2.65262 2.62355 -0.71762  0.32
O4 0.42097 1.44895 -0.77250  -0.62
H11 -0.33381 1.36006 -1.36116  0.23
H12 0.41381 2.39224 -0.57286  0.31
O5 0.84294 -0.05214 2.44594  -0.64
H13 1.10095 0.86870 2.34639  0.30
H14 1.26147 -0.52526 1.72534  0.33
O6 -1.65996 1.85404 1.14018  -0.55
H15 -0.86084 1.42282 1.46244  0.35
H16 -2.17810 2.05721 1.92404  0.26

=====

[2]
C2H16O7 | wB97M-V/def2-TZVPD

- HOMO energy: -9.98 eV
- Charge: 0
- Frontier orbital gap: 0.3769 hartree
- Electronic energy: -612.4681 a.u.
- Structure (SMILES): CC=O.O.O.O.O.O.O
- LUMO: 0.3 eV

Each line ends with the Mulliken charge.
Geometry (Å):
C1 1.44317 0.18376 -1.46765  -1.38
C2 0.26015 0.71250 -0.71800  0.39
O1 -0.83562 0.20369 -0.84082  -0.54
H1 1.31623 -0.21855 -2.47096  0.51
H2 1.85661 -0.63102 -0.86562  0.26
H3 2.13846 1.01236 -1.62910  0.35
H4 0.39907 1.52714 0.00856  0.38
O2 -1.38506 -1.80672 1.83712  -0.75
H5 -1.52980 -0.96372 2.31974  0.46
H6 -1.52785 -1.60108 0.90676  0.33
O3 0.13192 2.21100 -2.67442  -0.54
H7 -0.48888 2.94152 -2.78809  0.26
H8 0.93099 2.58713 -3.06433  0.30
O4 -1.21258 0.63080 3.01840  -0.70
H9 -0.31868 0.86461 2.68590  0.41
H10 -1.76231 1.40850 2.89148  0.33
O5 -1.15952 -1.27277 -3.38641  -0.65
H11 -0.49348 -0.98454 -2.75874  0.33
H12 -1.90426 -1.49553 -2.82386  0.31
O6 1.44893 0.77508 2.40674  -0.76
H13 1.56192 -0.16667 2.15573  0.40
H14 1.82491 1.32502 1.71736  0.30
O7 1.17969 -1.67307 1.30205  -0.66
H15 0.27459 -1.67470 1.72834  0.41
H16 1.48098 -2.57459 1.44418  0.26

=====

[3]
C2H16O9PdV | wB97M-V/def2-TZVPD

- HOMO energy (alpha / beta): -13.40 / -13.33 eV
- Charge: +1
- Frontier orbital gap (alpha / beta): 0.2794 / 0.1995 hartree
- Electronic energy: -1834.3808 a.u.
- ⟨S²⟩: 2.01
- Multiplicity: 3
- LUMO (alpha / beta): -5.8 / -7.9 eV

Each line ends with the Mulliken charge.
Geometry (Å):
O1 16.60020 8.29863 36.38740  -0.49
V1 18.16323 8.73174 36.67656  1.46
O2 18.21650 10.25062 36.31689  -0.52
Pd1 18.78134 6.94284 39.79627  0.66
C1 18.53854 10.34125 39.59607  -0.65
O3 18.26415 9.08257 39.08197  -0.34
H1 18.58317 10.37741 40.68455  0.33
H2 19.61461 10.48511 39.49872  0.34
H3 18.04904 11.23784 39.21577  0.31
C2 18.78929 5.38528 36.83389  -0.57
O4 18.79384 6.63620 37.49544  -0.27
H4 18.44773 4.51736 37.39795  -0.04
H5 18.07120 5.64205 36.05510  0.37
H6 19.55814 5.11118 36.11151  0.25
O5 19.99941 2.39511 34.76513  -0.59
H7 20.68021 1.72246 34.74853  0.32
H8 20.42136 3.15373 35.16846  0.29
O6 21.03806 2.70538 38.97592  -0.61
H9 21.45067 2.67054 39.83893  0.32
H10 20.86631 3.63558 38.82941  0.28
O7 18.78581 4.72279 40.45383  -0.47
H11 18.73063 4.45269 41.37047  0.27
H12 18.73753 3.90470 39.95924  0.32
O8 16.35533 2.81646 35.69284  -0.60
H13 15.45836 3.00091 35.97153  0.31
H14 16.90069 3.13896 36.41033  0.29
O9 21.82336 6.67788 37.35818  -0.62
H15 20.87140 6.77503 37.33406  0.33
H16 22.11291 6.93328 36.48230  0.33

=====

[4]
C2H18BBeBr2O5 | wB97M-V/def2-TZVPD

- HOMO energy: -11.86 eV
- Charge: +1
- Frontier orbital gap: 0.0981 hartree
- Electronic energy: -5650.1601 a.u.
- LUMO: -9.2 eV

Each line ends with the Mulliken charge.
Geometry (Å):
Be1 -0.95288 -2.31417 -0.82330  0.71
B1 -0.34270 -0.68679 -0.00983  -3.22
H1 0.17405 0.00054 0.64193  0.23
H2 -0.83828 -0.13726 -0.79511  0.34
H3 0.41646 -1.26220 -0.51661  0.44
H4 -0.95312 -1.31886 0.61637  0.71
Br1 3.88729 1.32897 -2.70081  -0.12
C1 2.19244 0.69206 -1.95477  -0.39
C2 1.78269 1.54934 -0.78175  0.24
Br2 1.76769 3.51539 -1.14536  -0.09
H5 2.24677 -0.33350 -1.58958  0.30
H6 1.35763 0.76746 -2.65155  0.41
H7 2.30305 1.40213 0.16464  0.44
H8 0.79001 1.29903 -0.40758  -0.45
O1 -2.46258 0.63478 1.56157  -0.60
H9 -3.19055 0.32978 1.02002  0.28
H10 -1.70544 0.14163 1.24571  0.42
O2 -2.74920 -1.20171 -0.86123  -0.44
H11 -3.20605 -0.46477 -0.45573  0.33
H12 -2.88348 -1.07952 -1.80106  0.40
O3 0.37154 -0.94636 2.70524  -0.51
H13 -0.24882 -1.22497 2.03162  0.37
H14 -0.16117 -0.46344 3.33710  0.35
O4 1.86783 -1.42945 1.05419  -0.60
H15 1.21208 -0.87635 0.62961  0.43
H16 2.00611 -2.15145 0.44113  0.28
O5 -0.77218 1.76548 0.24196  -0.68
H17 -1.31473 1.53300 0.99550  0.50
H18 -0.59449 0.93118 -0.19233  0.93

=====

[5]
C2H18NO5 | wB97M-V/def2-TZVPD

- HOMO energy (alpha / beta): -2.34 / -11.22 eV
- Charge: 0
- Frontier orbital gap (alpha / beta): 0.0862 / 0.4127 hartree
- Electronic energy: -517.7713 a.u.
- ⟨S²⟩: 0.75
- Multiplicity: 2
- LUMO (alpha / beta): 0.0 / 0.0 eV

Each line ends with the Mulliken charge.
Geometry (Å):
C1 -1.73604 -0.84849 -0.23919  -0.99
C2 -0.73045 -0.89077 -1.38631  -0.56
N1 0.43688 0.06832 -0.90752  -1.04
H1 -1.96661 -1.74430 0.26756  0.27
H2 -1.51290 -0.17067 0.62688  0.34
H3 -2.59265 -0.55325 -0.89494  0.19
H4 -0.27275 -1.77864 -1.60310  0.44
H5 -1.16269 -0.57683 -2.39397  0.40
H6 0.25696 0.91719 -0.35287  0.57
H7 1.03920 0.41019 -1.63451  0.62
H8 1.08416 -0.35854 -0.19056  0.40
H9 0.53468 -1.39099 3.79230  0.39
H10 -0.46073 -0.13056 3.40539  0.36
O1 0.50737 -0.48468 3.33117  -0.95
H11 1.67665 2.70847 -1.80466  0.27
H12 1.47683 3.13666 -0.35450  0.62
O2 1.64416 2.35636 -0.88769  -1.15
H13 2.77987 -0.36611 1.53708  0.37
H14 1.61648 -1.00917 2.08237  0.38
O3 2.11705 -0.99649 1.21133  -0.74
H15 0.87196 1.84224 -3.87910  0.32
H16 1.28693 0.38482 -4.20472  0.32
O4 0.92582 0.98136 -3.56412  -0.83
H17 -2.76623 -0.00044 3.32826  0.31
H18 -2.52469 -1.26635 2.28311  0.38
O5 -2.52924 -0.23932 2.43232  -0.68

=====

[6]
C2H18O6 | wB97M-V/def2-TZVPD

- HOMO energy (alpha / beta): -14.88 / -14.47 eV
- Charge: +1
- Frontier orbital gap (alpha / beta): 0.4157 / 0.1193 hartree
- Electronic energy: -537.9977 a.u.
- ⟨S²⟩: 0.76
- Multiplicity: 2
- LUMO (alpha / beta): -3.6 / -11.2 eV

Each line ends with the Mulliken charge.
Geometry (Å):
C1 -0.48993 0.59594 -1.82408  -0.54
C2 0.34855 -0.13121 -2.90393  -0.81
H1 -0.05807 0.47707 -0.82589  0.04
H2 -1.47955 0.15316 -1.70730  0.20
H3 -0.51308 1.66728 -1.99979  0.36
H4 0.96669 -0.89732 -2.42297  0.15
H5 -0.21897 -0.79659 -3.55105  0.33
H6 0.90393 0.66548 -3.37950  0.28
H7 2.36229 -0.03618 0.69938  0.37
H8 2.78153 -1.13719 -0.20452  0.41
O1 3.18058 -0.47956 0.40575  -0.30
H9 -3.13375 -0.75718 1.13643  0.33
H10 -3.86774 -0.13508 0.01964  0.32
O2 -3.52324 0.09639 0.89553  -0.69
H11 -1.35125 1.98246 2.13983  0.33
H12 -2.19872 0.91731 1.47822  0.38
O3 -1.25386 1.15524 1.70595  -0.58
H13 0.02842 -0.44810 3.68842  0.36
H14 -0.71230 -0.29274 2.36677  0.44
O4 -0.52365 -0.96402 3.07335  -0.45
H15 1.03223 2.21893 1.38638  0.29
H16 1.70091 2.74202 0.06511  0.35
O5 1.74421 2.74774 1.02073  -0.57
H17 1.44069 -3.18332 0.36658  0.33
H18 1.06853 -3.20757 -1.12075  0.33
O6 1.76554 -2.95295 -0.50830  -0.64

=====

[7]
C2H21Fe2O15P | wB97M-V/def2-TZVPD

- HOMO energy (alpha / beta): -1.30 / -4.45 eV
- Charge: -1
- Frontier orbital gap (alpha / beta): 0.1126 / 0.2261 hartree
- Electronic energy: -4086.3675 a.u.
- ⟨S²⟩: 24.77
- Multiplicity: 10
- LUMO (alpha / beta): 1.8 / 1.7 eV

Each line ends with the Mulliken charge.
Geometry (Å):
Fe1 1.84564 -2.03076 -0.73065  0.37
Fe2 0.75772 -1.44454 2.72200  1.36
P1 0.41422 -3.37246 1.03384  0.94
O1 0.08255 -3.05591 -0.50609  -0.63
O2 0.40574 -4.87442 0.85712  -0.78
O3 -0.49490 -2.74658 2.05978  -0.86
O4 1.66929 -2.47955 1.29246  -0.99
C1 -1.17110 1.14911 -0.05379  -0.14
C2 0.02609 0.28006 0.22267  -0.11
O5 0.30388 0.17225 1.40995  -0.68
O6 0.66570 -0.27328 -0.72438  0.28
H1 -0.97223 1.49367 -1.06860  0.13
H2 -2.13767 0.65209 0.02863  0.31
H3 -1.25050 2.05104 0.55311  -0.56
O7 1.04393 2.89686 2.60237  -0.65
H4 0.93381 2.18633 1.97051  0.30
H5 1.36547 2.46603 3.39436  0.28
O8 1.61118 -1.99780 -2.76659  -0.46
H6 2.26998 -2.41642 -3.32063  0.26
H7 0.89343 -1.78785 -3.36407  0.26
O9 1.30530 1.56973 -3.22474  -0.70
H8 0.91366 0.83084 -2.75903  0.25
H9 0.55801 2.07154 -3.55027  0.38
O10 3.58650 -0.74726 -0.37757  -0.39
H10 3.75651 -0.04835 -1.00911  0.26
H11 4.21920 -0.59547 0.32448  0.26
O11 -2.07400 -1.18265 -1.93709  -0.70
H12 -2.40025 -1.17880 -1.03722  0.40
H13 -1.14496 -0.96671 -1.85647  0.26
O12 -0.67833 -0.71504 3.96237  0.09
H14 -1.16608 0.09344 3.80525  0.23
H15 -0.95454 -0.99631 4.83462  0.07
O13 -1.22525 2.28549 -3.95195  -0.67
H16 -1.82825 1.54353 -3.90587  0.32
H17 -1.74962 3.03823 -3.67872  0.30
O14 -1.03292 4.59850 2.01179  -0.68
H18 -1.49069 4.02371 1.39836  0.28
H19 -0.18257 4.17949 2.14432  0.39
O15 -2.44612 -1.74466 0.80343  -0.78
H20 -2.54022 -0.84363 1.11251  0.25
H21 -1.68760 -2.08348 1.27890  0.57

=====

[8]
C2H21O9 | wB97M-V/def2-TZVPD

- HOMO energy: -6.98 eV
- Charge: -1
- Frontier orbital gap: 0.3755 hartree
- Electronic energy: -766.0206 a.u.
- LUMO: 3.2 eV

Each line ends with the Mulliken charge.
Geometry (Å):
O1 16.75377 -4.44755 -8.71610  -0.41
H1 17.09179 -5.08702 -8.08489  -0.02
C1 20.64977 -8.62216 -6.18829  -1.31
C2 19.91076 -7.43238 -6.72441  0.04
O2 19.12395 -6.87248 -5.68553  -0.55
H2 21.29368 -8.98353 -6.99479  0.36
H3 19.95440 -9.42346 -5.92832  0.30
H4 21.24515 -8.39959 -5.30264  0.32
H5 19.28851 -7.74394 -7.56927  0.27
H6 20.64693 -6.71343 -7.10052  0.24
H7 18.97020 -5.94495 -5.90103  0.36
O3 18.98702 -5.60705 -9.73192  -0.72
H8 18.16168 -5.20288 -9.34563  0.18
H9 19.70435 -5.10212 -9.33590  0.33
O4 15.03187 -6.08461 -10.25116  -0.69
H10 15.68335 -5.46971 -9.84893  0.33
H11 14.90293 -5.74743 -11.14193  0.29
O5 16.40047 -2.77660 -10.88597  -0.65
H12 16.45950 -3.35143 -10.09181  0.29
H13 15.78821 -2.07912 -10.64132  0.27
O6 18.96224 -2.90562 -8.35032  -0.73
H14 18.86387 -2.59346 -7.44439  0.31
H15 18.13993 -3.44751 -8.52466  0.31
O7 15.33457 -6.04782 -6.90901  -0.69
H16 14.51738 -6.30166 -7.34695  0.30
H17 15.74673 -5.40172 -7.52472  0.43
O8 18.03891 -3.92160 -5.50102  -0.63
H18 17.53849 -4.03131 -4.68589  0.30
H19 17.54437 -4.43039 -6.15494  0.29
O9 15.31864 -2.30150 -7.68607  -0.69
H20 15.97124 -2.99134 -7.96206  0.27
H21 15.14990 -1.79300 -8.48125  0.28

=====

[9]
C2H22AgBF6NO13S2 | wB97M-V/def2-TZVPD

- HOMO energy (alpha / beta): -10.55 / -10.55 eV
- Charge: 0
- Frontier orbital gap (alpha / beta): 0.3600 / 0.2197 hartree
- Electronic energy: -2689.5090 a.u.
- ⟨S²⟩: 0.75
- Multiplicity: 2
- LUMO (alpha / beta): -0.8 / -4.6 eV

Each line ends with the Mulliken charge.
Geometry (Å):
Ag1 16.40780 1.86892 -14.04092  -0.06
C1 16.34141 5.03316 -11.37467  0.65
F1 15.31351 4.72241 -12.18136  -0.25
F2 16.82380 6.20581 -11.77432  -0.23
F3 15.96543 5.10670 -10.12380  -0.18
S1 17.69736 3.74288 -11.60600  0.82
O1 18.44496 4.14834 -12.74767  -0.51
O2 18.39620 3.65518 -10.37439  -0.54
N1 16.79591 2.34563 -11.99573  0.04
S2 16.13990 1.58396 -10.77183  0.83
O3 16.03874 2.29976 -9.54502  -0.54
O4 14.94878 0.93246 -11.23482  -0.63
C2 17.36058 0.23018 -10.44640  0.66
F4 18.56208 0.75457 -10.23542  -0.20
F5 17.00444 -0.48971 -9.39776  -0.21
F6 17.43974 -0.57099 -11.52583  -0.22
B1 18.64239 1.56609 -14.96099  3.07
H1 18.05167 2.40376 -15.59156  -0.76
H2 18.78963 1.92022 -13.82208  -0.56
H3 18.07851 0.51221 -15.09421  -0.59
H4 19.73383 1.53062 -15.44261  -0.27
O5 22.68226 2.31079 -16.10622  -0.65
H5 22.34839 1.71695 -16.78461  0.31
H6 21.89584 2.75088 -15.76105  0.36
O6 18.21221 4.90786 -16.68339  -0.73
H7 18.47754 5.14014 -17.57662  0.28
H8 19.01696 5.01804 -16.14122  0.32
O7 16.75126 -1.34445 -17.56658  -0.63
H9 17.16242 -2.17061 -17.83559  0.27
H10 17.48925 -0.78166 -17.29904  0.36
O8 15.53147 1.31193 -16.14840  -0.34
H11 14.97358 0.55044 -16.34148  0.23
H12 15.44233 1.90083 -16.90477  0.22
O9 18.76447 1.30176 -18.01249  -0.67
H13 18.78213 1.32056 -17.04221  0.10
H14 18.12897 1.98137 -18.25158  0.30
O10 20.69462 -0.50445 -13.87951  -0.68
H15 20.08872 0.14368 -14.26985  0.25
H16 20.14716 -1.03115 -13.29115  0.31
O11 16.38818 4.03905 -14.73582  -0.43
H17 15.96085 4.84272 -14.42511  0.24
H18 17.10231 4.31041 -15.34428  0.29
O12 20.37383 4.17714 -15.24337  -0.81
H19 20.72061 4.25038 -14.34757  0.32
H20 19.82970 3.36987 -15.23055  0.27
O13 15.75046 -0.26392 -13.70570  -0.31
H21 16.25661 -1.07245 -13.57413  0.24
H22 14.85912 -0.54155 -13.93880  0.22